1.
The molecule C6H14N4. Source: OMol25; level of theory: wB97M-V/def2-TZVPD.

```
! wB97M-V def2-TZVPD RIJCOSX def2/J DEFGRID3
* xyz 0 1
C 1.470 1.750 -0.745
C 0.569 1.476 -1.958
C -0.249 -0.491 -0.703
C -1.806 -1.428 0.874
C -0.495 -1.699 1.854
C 0.745 -0.136 0.468
H 2.509 1.327 -0.955
H 1.494 2.879 -0.587
H 1.035 1.759 -2.958
H -0.372 2.186 -1.878
H -0.515 -0.076 -2.591
H -0.331 -1.494 -0.874
H -1.748 0.453 0.337
H -2.162 -2.279 0.384
H -2.809 -1.159 1.452
H -0.857 -1.854 2.849
H 0.083 -2.559 1.633
H 0.978 -0.425 2.289
H 1.756 -0.588 0.223
H 0.269 1.580 1.028
N 0.301 0.117 -1.935
N -1.659 -0.390 -0.218
N 0.148 -0.442 1.793
N 1.104 1.203 0.489
*
```

Summary:
Energy relative to the best compared isomer or geometry (same formula, charge and spin): 255.92 kJ/mol
Frontier orbital gap: 9.48 eV
SMILES string: C1CN[C@H]2NCCN[C@H]2N1
F_max: 5.4 eV/Å

---

2.
A cluster of 2 separate species, C6H14N4 in total. Source: OMol25; level of theory: wB97M-V/def2-TZVPD.

```
! wB97M-V def2-TZVPD RIJCOSX def2/J DEFGRID3
* xyz 0 1
C -1.633 -1.997 1.864
C 0.190 -2.056 0.199
C -0.127 -0.062 1.518
C -0.306 -2.480 1.512
C -0.430 -1.312 2.369
C 0.067 3.058 -1.153
N -0.116 -0.605 0.139
N 2.236 0.978 -2.912
N 1.117 2.695 -2.026
N 1.367 1.419 -2.093
H -2.053 -1.616 0.945
H -2.218 -2.435 2.724
H 1.202 -2.253 -0.197
H -0.474 -2.549 -0.539
H -0.948 0.575 1.612
H 0.874 0.482 1.794
H 0.099 -3.275 2.061
H -0.066 -1.455 3.414
H -0.668 3.585 -1.705
H -0.332 2.001 -0.905
H 0.409 3.543 -0.314
H 2.217 -0.109 -2.834
H 0.632 -0.267 -0.454
H 1.492 3.499 -2.605
*
```

Summary:
Energy relative to the best compared isomer or geometry (same formula, charge and spin): 426.94 kJ/mol
Frontier orbital gap: 9.61 eV
SMILES string: C1NC[C@H]2C[C@@H]12.[H]/N=N/NC
F_max: 4.2 eV/Å

---

3.
The ion C6H14N4O with charge +2. Source: OMol25; level of theory: wB97M-V/def2-TZVPD.

```
! wB97M-V def2-TZVPD RIJCOSX def2/J DEFGRID3
* xyz 2 1
C -1.548 -0.584 -0.093
C 0.479 -1.509 0.008
C -0.559 0.503 0.265
C -0.372 1.714 -0.726
C -0.882 1.197 1.660
C 2.626 0.525 -0.586
N 0.643 -0.249 0.369
N -0.847 -1.796 -0.139
N 1.364 -2.450 0.004
N -2.838 -0.512 -0.179
O 1.801 0.436 0.502
H 0.419 2.303 -0.324
H -1.325 2.268 -0.637
H -0.236 1.402 -1.678
H 0.046 1.785 1.746
H -1.123 0.463 2.350
H -1.928 1.816 1.571
H 1.986 1.076 -1.321
H 2.912 -0.391 -0.971
H 3.587 1.166 -0.337
H -1.264 -2.563 -0.745
H 2.372 -2.310 0.018
H 1.242 -3.353 -0.525
H -3.205 0.451 0.031
H -3.353 -1.386 -0.261
*
```

Summary:
Energy relative to the best compared isomer or geometry (same formula, charge and spin): 203.24 kJ/mol
Frontier orbital gap: 9.81 eV
SMILES string: CON1C(=[NH2+])NC(=[NH2+])C1(C)C
F_max: 4.7 eV/Å